Record 1
Density functional theory data (the ωB97M-V functional and the def2-TZVPD basis) for C42H41N2OP2STi as an isolated structure at a distorted geometry.

Properties
- net charge = +4
- multiplicity = 2
- expectation value of S² = 0.769
- LUMO energy (alpha / beta) (eV) = -12.270 / -12.003
- HOMO-LUMO gap (alpha / beta) (Eh) = 0.2342 / 0.2440
- M (g mol⁻¹) = 731.7

Each line ends with the Mulliken charge.
Atoms and positions in Å:
Ti -0.05 0.11 0.54  -0.10
O 0.99 3.82 -0.25  -0.65
S 0.11 2.71 0.07  1.33
C -1.43 3.34 0.69  0.33
C -1.53 4.63 1.19  -0.16
C -2.78 5.12 1.52  -0.88
C -3.92 4.34 1.33  -0.84
C -3.82 3.05 0.80  -0.41
C -2.56 2.55 0.46  -0.53
P -2.34 0.90 -0.21  2.46
C -3.11 0.70 -1.80  0.51
C -3.49 1.82 -2.53  -0.85
C -4.07 1.66 -3.79  -0.85
C -4.25 0.38 -4.30  -0.64
C -3.85 -0.74 -3.58  -0.97
C -3.28 -0.59 -2.33  -0.26
C -3.00 -0.20 1.06  0.36
C -2.24 -0.27 2.24  -0.08
C -2.69 -0.97 3.35  -0.95
C -3.90 -1.65 3.27  -0.71
C -4.65 -1.62 2.10  -0.68
C -4.21 -0.90 0.99  -0.60
C 0.92 1.90 1.55  0.09
C 0.73 2.48 2.82  -0.44
C 1.78 2.55 3.72  -1.21
C 3.04 2.10 3.34  -0.88
C 3.26 1.52 2.09  -0.78
C 2.23 1.43 1.17  0.98
P 2.29 0.60 -0.46  1.62
C 2.50 1.75 -1.80  0.54
C 1.57 1.76 -2.84  -0.06
C 1.74 2.63 -3.90  -0.84
C 2.83 3.49 -3.92  -0.59
C 3.76 3.48 -2.88  -0.82
C 3.60 2.61 -1.82  -0.44
C 3.61 -0.64 -0.47  1.15
C 4.11 -0.97 -1.73  -0.87
C 5.08 -1.96 -1.84  -0.74
C 5.56 -2.60 -0.71  -0.73
C 5.06 -2.27 0.55  -1.05
C 4.08 -1.29 0.67  -1.08
H -0.64 5.24 1.29  0.61
H -2.88 6.12 1.91  0.48
H -4.90 4.73 1.57  0.52
H -4.71 2.46 0.64  0.57
H -3.36 2.82 -2.13  0.46
H -4.38 2.52 -4.35  0.50
H -4.70 0.26 -5.28  0.46
H -4.01 -1.73 -3.99  0.48
H -2.99 -1.46 -1.76  0.38
H -1.33 0.33 2.39  0.13
H -2.12 -0.97 4.27  0.55
H -4.28 -2.19 4.13  0.49
H -5.60 -2.14 2.05  0.54
H -4.81 -0.85 0.10  0.56
H -0.23 2.90 3.08  0.59
H 1.64 3.00 4.69  0.55
H 3.88 2.22 4.02  0.51
H 4.26 1.18 1.83  0.69
H 0.72 1.09 -2.82  0.41
H 1.03 2.64 -4.72  0.48
H 2.97 4.17 -4.75  0.46
H 4.61 4.16 -2.91  0.47
H 4.33 2.61 -1.01  0.49
H 3.77 -0.45 -2.61  0.55
H 5.48 -2.20 -2.82  0.51
H 6.33 -3.35 -0.80  0.48
H 5.46 -2.74 1.43  0.52
H 3.74 -1.02 1.66  0.52
C 1.03 -4.14 1.74  -1.00
C 0.93 -2.60 1.59  0.06
N -0.02 -2.24 0.50  1.04
C -1.28 -3.02 0.72  0.12
C -1.03 -4.52 0.47  -1.08
N 0.46 -4.74 0.50  0.07
C 1.09 -4.12 -0.71  -1.12
C 0.56 -2.67 -0.81  0.21
H 0.47 -4.51 2.59  0.27
H 2.07 -4.46 1.84  0.47
H 1.90 -2.18 1.35  -0.49
H 0.58 -2.17 2.54  0.67
H -2.05 -2.66 0.04  -0.27
H -1.63 -2.84 1.73  0.27
H -1.39 -4.85 -0.51  0.36
H -1.49 -5.14 1.23  0.41
H 0.65 -5.75 0.50  0.34
H 0.83 -4.71 -1.58  0.38
H 2.17 -4.15 -0.57  0.42
H -0.22 -2.59 -1.56  0.60
H 1.38 -2.02 -1.08  -0.40

Record 2
Density functional theory data (the ωB97M-V functional and the def2-TZVPD basis) for a 11-piece molecular cluster, C62H135F9N7O15S3 overall at a distorted geometry.

Properties
- net charge = +4
- multiplicity = 2
- expectation value of S² = 0.767
- LUMO energy (alpha / beta) (eV) = -7.113 / -10.778
- HOMO-LUMO gap (alpha / beta) (Eh) = 0.2520 / 0.1172
- M (g mol⁻¹) = 1486.0

Each line ends with the Mulliken charge.
Atoms and positions in Å:
C -0.74 -3.87 -0.98  -0.75
O 0.50 -3.27 -0.72  0.63
C 1.19 -2.93 -1.93  -1.28
C 2.45 -1.96 -1.63  0.24
N 1.97 -0.86 -0.67  2.37
H 1.09 -0.45 -0.93  -0.82
H 1.77 -1.28 0.22  -0.67
C 2.91 0.31 -0.32  -0.59
C 2.13 1.13 0.71  -0.69
O 0.88 1.48 0.27  1.66
C 0.05 2.18 1.17  -0.50
H -0.66 -4.73 -1.64  0.38
H -1.58 -3.33 -1.43  0.26
H -1.01 -4.34 -0.04  -0.12
H 0.53 -2.34 -2.56  0.42
H 1.36 -3.87 -2.45  0.48
H 2.69 -1.39 -2.53  -0.38
H 3.31 -2.54 -1.30  0.11
H 3.02 0.76 -1.30  -0.26
H 3.81 -0.10 0.16  0.39
H 2.66 2.09 0.67  0.38
H 2.20 0.62 1.67  -0.16
H -0.41 1.53 1.91  -0.05
H -0.77 2.46 0.51  -0.41
H 0.59 2.97 1.69  0.46
C -0.67 5.17 -1.78  0.04
O -1.69 5.77 -2.52  -0.45
C -2.31 4.86 -3.37  1.13
C -3.33 5.71 -4.23  -1.17
N -2.59 6.42 -5.40  -0.05
H -2.15 5.67 -5.91  0.35
H -3.32 6.84 -5.96  0.44
C -1.65 7.54 -5.03  -0.57
C -0.52 7.78 -5.99  0.30
O -0.89 8.07 -7.36  -0.39
C 0.18 7.69 -8.22  -0.70
H -1.17 4.49 -1.09  -0.17
H -0.22 5.98 -1.20  0.53
H 0.07 4.54 -2.27  -0.21
H -2.86 4.08 -2.85  -0.10
H -1.68 4.40 -4.13  -0.40
H -3.87 6.40 -3.60  0.42
H -4.08 5.10 -4.73  0.44
H -1.29 7.24 -4.04  0.30
H -2.26 8.43 -4.91  0.40
H 0.22 6.98 -5.87  -0.39
H 0.01 8.68 -5.66  0.46
H -0.10 7.72 -9.28  0.36
H 0.28 6.61 -8.28  0.17
H 1.14 8.21 -8.25  0.36
C 1.97 -1.04 -6.18  -1.20
C 1.88 0.46 -6.42  0.08
C 3.21 1.26 -6.20  0.14
N 2.94 2.78 -6.55  0.02
C 4.29 3.46 -6.48  -0.07
C 4.30 5.00 -6.35  -0.95
C 3.46 5.45 -5.21  -0.81
C 2.00 4.88 -5.42  -0.10
C 1.90 3.37 -5.53  0.16
C 2.49 2.92 -8.05  -0.99
H 2.15 -1.16 -5.11  -0.04
H 2.82 -1.52 -6.67  0.42
H 0.99 -1.49 -6.33  0.42
H 1.20 0.86 -5.68  -0.05
H 1.61 0.57 -7.47  0.26
H 4.04 0.94 -6.83  0.65
H 3.59 1.23 -5.18  -0.48
H 4.73 3.09 -5.55  -0.04
H 4.95 3.10 -7.26  0.58
H 5.28 5.31 -5.99  0.47
H 4.17 5.57 -7.27  0.33
H 3.93 5.25 -4.25  0.22
H 3.28 6.52 -5.27  0.42
H 1.33 5.10 -4.59  0.16
H 1.52 5.28 -6.31  0.05
H 2.02 3.00 -4.51  -0.78
H 0.95 2.99 -5.90  0.73
H 1.47 2.59 -8.24  0.34
H 3.24 2.38 -8.63  0.30
H 2.67 3.98 -8.21  0.50
C 4.58 2.55 2.98  -1.18
C 4.67 2.07 4.34  -0.33
C 3.47 1.01 4.49  -1.07
N 2.99 0.70 5.90  0.60
C 4.13 0.10 6.78  -0.57
C 3.68 -0.58 8.00  -0.81
C 2.62 -1.63 7.65  -0.92
C 1.38 -1.16 6.91  -0.80
C 1.69 -0.28 5.71  0.28
C 2.55 2.01 6.61  -1.09
H 4.54 1.63 2.40  0.26
H 5.49 3.14 2.89  0.41
H 3.76 3.26 2.84  0.32
H 4.71 2.85 5.09  0.38
H 5.61 1.54 4.43  0.37
H 3.77 0.10 3.98  0.48
H 2.54 1.33 4.03  0.31
H 4.44 -0.75 6.17  0.37
H 4.89 0.85 6.98  0.49
H 4.57 -1.03 8.46  0.39
H 3.38 0.03 8.85  0.39
H 3.04 -2.49 7.13  0.29
H 2.23 -2.03 8.59  0.44
H 0.67 -1.98 6.74  0.30
H 0.83 -0.43 7.51  0.45
H 1.79 -0.83 4.78  -0.14
H 0.77 0.30 5.61  0.21
H 3.45 2.61 6.75  0.42
H 2.17 1.77 7.60  0.44
H 1.77 2.55 6.06  0.30
C -7.91 5.30 5.90  -1.33
C -7.28 5.47 4.50  -0.11
C -6.40 4.27 4.21  -0.67
N -5.57 4.40 2.88  0.12
C -4.92 2.99 2.66  -1.05
C -4.01 3.05 1.43  0.94
C -4.71 3.34 0.17  -0.30
C -5.63 4.57 0.31  -1.10
C -6.42 4.65 1.64  -0.78
C -4.49 5.61 2.94  -0.94
H -7.00 5.12 6.47  0.33
H -8.58 4.44 5.84  0.33
H -8.46 6.10 6.38  0.37
H -6.65 6.35 4.60  0.27
H -8.12 5.57 3.82  0.35
H -7.00 3.38 4.03  0.31
H -5.64 4.08 4.98  0.41
H -5.75 2.29 2.63  0.49
H -4.34 2.95 3.59  0.53
H -3.59 2.05 1.32  -0.63
H -3.20 3.76 1.57  0.21
H -5.49 2.62 -0.06  0.31
H -4.10 3.30 -0.73  0.02
H -6.27 4.55 -0.56  0.52
H -5.13 5.52 0.14  0.36
H -7.25 3.97 1.81  0.46
H -6.76 5.67 1.83  0.53
H -5.01 6.57 2.91  0.38
H -3.87 5.58 2.04  0.45
H -3.88 5.43 3.83  0.31
C -5.73 -2.14 -0.97  -1.32
C -5.42 -2.04 0.49  -0.52
C -3.95 -1.69 0.80  0.34
N -3.40 -1.82 2.31  0.55
C -3.33 -3.24 2.84  -0.78
C -2.36 -3.61 4.07  -1.08
C -0.93 -3.15 3.82  0.75
C -1.02 -1.71 3.30  -0.38
C -1.94 -1.43 2.10  0.37
C -4.04 -0.73 3.29  -0.80
H -6.78 -2.29 -1.23  0.43
H -5.25 -3.06 -1.30  0.34
H -5.43 -1.30 -1.61  0.29
H -5.63 -2.98 0.99  0.25
H -6.10 -1.30 0.91  0.32
H -3.61 -0.68 0.57  0.03
H -3.30 -2.37 0.25  -0.16
H -3.29 -3.91 1.98  0.52
H -4.34 -3.45 3.20  0.51
H -2.22 -4.68 4.21  0.51
H -2.63 -3.08 4.99  0.42
H -0.40 -3.72 3.07  -0.94
H -0.36 -3.14 4.75  0.44
H -0.01 -1.55 2.91  -0.37
H -1.32 -1.08 4.14  0.24
H -1.54 -1.93 1.23  -0.57
H -1.78 -0.40 1.80  0.44
H -5.12 -0.81 3.26  0.36
H -3.79 0.21 2.79  0.21
H -3.61 -0.78 4.29  0.38
C 1.19 -11.88 1.44  -1.34
C 0.69 -10.79 0.37  -0.38
C 0.82 -9.37 1.08  -0.88
N 0.30 -8.14 0.23  0.30
C 0.71 -6.80 0.89  0.15
C 0.00 -6.64 2.19  0.04
C -1.57 -6.63 1.98  0.43
C -1.98 -8.01 1.45  -1.28
C -1.26 -8.19 0.06  -0.63
C 0.92 -8.17 -1.18  -0.87
H 0.53 -11.92 2.31  0.34
H 2.22 -11.66 1.70  0.36
H 1.04 -12.85 0.94  0.41
H -0.35 -10.92 0.08  0.32
H 1.32 -10.89 -0.51  0.32
H 1.86 -9.28 1.38  0.46
H 0.43 -9.30 2.09  0.54
H 1.79 -6.73 0.98  0.22
H 0.31 -5.98 0.29  -0.42
H 0.29 -7.31 3.00  0.63
H 0.26 -5.63 2.48  -0.60
H -2.08 -6.52 2.94  0.37
H -1.84 -5.82 1.30  -0.47
H -1.78 -8.89 2.05  0.35
H -3.05 -7.99 1.23  0.53
H -1.60 -9.06 -0.50  0.52
H -1.46 -7.36 -0.61  0.47
H 0.38 -7.38 -1.69  0.37
H 0.80 -9.17 -1.61  0.37
H 2.01 -8.19 -1.12  0.24
C 3.49 -3.83 2.85  -0.72
C 3.59 -2.42 2.36  0.58
O 2.52 -1.80 2.15  -0.10
O 4.67 -1.91 2.01  -0.82
H 4.17 -4.44 2.25  0.17
H 2.48 -4.24 2.89  -0.20
H 3.62 -3.85 3.93  0.36
C 4.02 -5.53 -0.93  0.57
F 3.33 -5.97 -1.91  -0.21
F 4.89 -4.67 -1.49  -0.23
F 3.11 -4.91 -0.07  0.02
S 5.00 -6.98 -0.07  1.07
O 5.77 -6.39 1.10  -0.32
O 4.12 -8.03 0.36  -0.41
O 5.88 -7.41 -1.17  -0.43
C -0.26 1.39 -2.87  0.00
F -0.64 2.20 -3.86  -0.21
F 0.60 0.48 -3.39  0.17
F 0.41 2.14 -1.95  -0.29
S -1.75 0.46 -2.11  0.91
O -1.24 -0.24 -0.93  -0.37
O -2.75 1.54 -1.76  -0.49
O -2.30 -0.51 -3.06  -0.76
C 4.93 2.71 -2.25  0.57
F 5.84 3.64 -2.53  -0.27
F 4.90 2.64 -0.92  -0.21
F 3.72 2.98 -2.81  -0.12
S 5.71 1.05 -3.06  0.91
O 6.83 0.81 -2.15  -0.68
O 4.54 0.19 -2.98  -0.55
O 6.19 1.25 -4.40  -0.61